i.
Below is a molecular structure, C6H10, with properties calculated with ωB97M-V/def2-TZVPD.

CARTESIAN COORDINATES (ANGSTROEM)
C1 0.9101 0.6704 -2.4462
C2 1.4624 -0.3927 -1.4890
C3 0.9824 -0.7020 -0.2740
C4 -0.1646 -0.0849 0.4212
C5 -0.6633 -0.5635 1.5895
C6 -1.7645 0.1562 2.3060
H1 1.7314 1.7506 -2.2611
H2 -0.3501 0.9369 -2.1506
H3 1.0150 0.2074 -3.6849
H4 2.3458 -0.9138 -1.8276
H5 1.4912 -1.5341 0.2352
H6 -0.6689 0.7728 -0.0107
H7 -0.2003 -1.3858 2.1127
H8 -1.4473 1.1841 2.5612
H9 -2.0172 -0.3275 3.2811
H10 -2.6621 0.2259 1.6372

Its LUMO energy is 1.06 eV. The net charge is 0. The orbital gap comes out at 9.31 eV.

ii.
Below is C6H10 in the gas phase, with properties calculated with ωB97M-V/def2-TZVPD.

CARTESIAN COORDINATES (ANGSTROEM)
C1 -0.1559 -2.0672 2.3459
C2 -0.3976 -0.8628 1.5282
C3 0.4242 -0.3284 0.6232
C4 0.0530 0.6007 -0.4467
C5 0.5806 0.8565 -1.6647
C6 -0.1461 1.9165 -2.4444
H1 0.2281 -1.7418 3.3647
H2 0.6689 -2.7383 2.0397
H3 -1.0847 -2.6778 2.3689
H4 -1.4169 -0.5199 1.6865
H5 1.5021 -0.5019 0.5225
H6 -0.6675 1.1999 -0.1029
H7 1.4202 0.3709 -2.0241
H8 -0.6513 1.3642 -3.1452
H9 -0.8307 2.4484 -1.7773
H10 0.4736 2.6811 -2.8744

Its LUMO energy is 1.23 eV. The net charge is 0. The orbital gap comes out at 9.50 eV.

iii.
Below is a molecular structure, C6H10, with properties calculated with ωB97M-V/def2-TZVPD.

CARTESIAN COORDINATES (ANGSTROEM)
C1 -1.2824 0.5579 -1.0935
C2 -0.1650 0.1004 -0.1688
C3 1.1537 -0.5413 -0.6151
C4 1.5396 -0.2877 0.8772
C5 0.6716 1.0042 0.7441
C6 -0.4737 -0.9520 0.9187
H1 -1.6900 -0.2827 -1.6698
H2 -0.9165 1.3046 -1.8088
H3 -2.1081 1.0120 -0.5309
H4 1.1215 -1.5709 -0.9908
H5 1.7855 0.0812 -1.2570
H6 0.5794 -1.1246 1.4871
H7 0.1902 1.4166 1.6388
H8 1.2571 1.7761 0.2342
H9 -0.7235 -1.9497 0.5458
H10 -1.1381 -0.6151 1.7199

Its LUMO energy is 0.84 eV. The net charge is 0. The orbital gap comes out at 8.76 eV.

Result of the stability comparison: ii is the most stable of them.

i.
Below is C3H7FN2O in the gas phase, with properties calculated with ωB97M-V/def2-TZVPD.

CARTESIAN COORDINATES (ANGSTROEM)
H1 -2.0164 0.1047 1.3648
N1 -1.0130 0.0360 1.6790
C1 -0.1974 0.0164 0.7345
C2 1.2798 0.2305 0.9462
F1 1.9246 -0.9924 0.3624
N2 -0.5239 -0.1422 -0.6173
C3 -1.9059 0.2981 -1.0807
O1 0.3697 0.4742 -1.5626
H2 1.5400 0.4387 2.0626
H3 1.5166 1.2063 0.0654
H4 -2.6640 -0.4807 -0.7699
H5 -1.9616 0.1246 -2.1407
H6 -2.1677 1.3032 -0.7793
H7 1.1738 -0.0852 -1.5957

Its LUMO energy is 0.80 eV. The net charge is 0. The orbital gap comes out at 10.09 eV.

ii.
Below is C3H7FN2O in the gas phase, with properties calculated with ωB97M-V/def2-TZVPD.

CARTESIAN COORDINATES (ANGSTROEM)
N1 -0.3424 -1.7520 -0.0280
C1 0.2543 -0.4161 -0.3924
C2 -0.6007 0.6361 -0.3418
N2 -1.9559 0.4780 -0.2763
O1 -2.2540 1.9726 -0.3456
C3 1.5413 -0.0441 0.4745
F1 2.4517 0.7554 -0.2062
H1 -0.8276 -1.6404 0.8958
H2 0.4706 -2.3803 0.0094
H3 0.7713 -0.4560 -1.2791
H4 0.0532 1.5488 -0.7900
H5 -3.0317 2.0032 0.1592
H6 2.0033 -1.1363 0.6496
H7 1.4666 0.4311 1.4709

Its LUMO energy is 0.57 eV. The net charge is 0. The orbital gap comes out at 10.24 eV.

Result of the stability comparison: i is the most stable of them.

i.
Below is a molecular structure, C24H56AsF6N8O8, with properties calculated with ωB97M-V/def2-TZVPD.

CARTESIAN COORDINATES (ANGSTROEM)
As1 0.7405 -0.4427 1.0279
F1 1.8471 0.9081 1.0543
F2 2.0892 -1.4886 1.4090
F3 -0.3494 -1.8144 1.0692
F4 -0.6337 0.5892 0.7291
F5 1.1134 -0.6316 -0.6689
F6 0.5045 -0.1840 2.7575
C1 0.6651 -0.7010 -4.1711
C2 -0.6705 -0.5476 -4.8450
O1 -1.2556 -1.4442 -5.4286
N1 -1.2004 0.6938 -4.7218
C3 -2.4337 1.0254 -5.4015
H1 0.9430 -1.7557 -4.1780
H2 0.7288 -0.3430 -3.1429
H3 1.4511 -0.1772 -4.7220
H4 -0.6863 1.4429 -4.2915
H5 -2.3130 1.3096 -6.4518
H6 -2.7952 1.9719 -4.9841
H7 -3.1695 0.2428 -5.2563
C4 2.8309 5.2219 -3.9311
C5 2.1602 3.9222 -3.4834
O2 1.0465 3.6165 -3.9001
N2 2.8623 3.1398 -2.6483
C6 2.4842 1.8266 -2.1992
H8 2.2626 6.0575 -3.5232
H9 2.8663 5.2821 -5.0141
H10 3.8395 5.3313 -3.5251
H11 3.7731 3.4813 -2.3914
H12 2.1085 1.2529 -3.0546
H13 1.6188 1.8287 -1.5356
H14 3.3286 1.2987 -1.7724
C7 -3.3112 -2.8742 0.6624
C8 -3.9785 -1.6654 0.0547
O3 -4.7743 -0.9942 0.7029
N3 -3.7399 -1.3302 -1.2537
C9 -2.8082 -1.9339 -2.1882
H15 -2.4236 -3.1594 0.0990
H16 -4.0403 -3.6776 0.7497
H17 -2.9068 -2.7005 1.6579
H18 -4.1262 -0.4136 -1.4204
H19 -3.3582 -2.4995 -2.9413
H20 -2.0948 -2.5776 -1.6797
H21 -2.1956 -1.1575 -2.6533
C10 0.7987 -4.4887 0.3671
C11 -0.0963 -4.8797 -0.8024
O4 -0.9548 -5.7437 -0.7544
N4 0.1834 -4.1633 -1.9210
C12 -0.4697 -4.2406 -3.2190
H22 0.1092 -4.0943 1.1068
H23 1.4430 -3.6948 0.0029
H24 1.2986 -5.3902 0.7104
H25 0.8732 -3.4353 -1.8626
H26 -1.0347 -5.1683 -3.2613
H27 0.2851 -4.1660 -3.9998
H28 -1.1375 -3.3824 -3.3121
C13 7.4964 -2.1972 -3.4228
C14 6.5270 -1.8243 -2.3106
O5 6.9274 -1.5644 -1.1885
N5 5.2077 -1.8779 -2.6154
C15 4.1306 -1.6177 -1.6663
H29 7.8245 -1.2373 -3.8270
H30 6.9712 -2.7523 -4.1992
H31 8.3210 -2.7590 -3.0037
H32 4.9287 -1.9371 -3.5783
H33 4.4718 -1.1210 -0.7654
H34 3.7092 -2.5833 -1.3702
H35 3.3101 -1.1034 -2.1624
C16 0.6805 4.3327 0.4964
C17 0.9382 4.4241 1.9995
O6 1.1780 5.4575 2.6054
N6 0.9071 3.2022 2.5780
C18 1.2085 2.9407 3.9691
H36 0.9668 5.2551 -0.0051
H37 -0.3736 4.1168 0.3358
H38 1.3377 3.5522 0.1146
H39 0.7699 2.3993 1.9840
H40 1.5608 3.8821 4.3935
H41 2.0412 2.2372 4.0090
H42 0.3376 2.5943 4.5234
C19 -5.9966 3.9367 2.8849
C20 -5.2588 2.6630 2.5396
O7 -5.9010 1.6815 2.2218
N7 -3.9080 2.6855 2.5898
C21 -3.0006 1.6012 2.3154
H43 -5.3465 4.7292 3.2625
H44 -6.7687 3.7126 3.6155
H45 -6.4823 4.3058 1.9822
H46 -3.4991 3.5889 2.7500
H47 -3.0340 0.8596 3.1163
H48 -1.9792 1.9889 2.3366
H49 -3.0360 1.0922 1.3545
C22 -2.5209 -2.5108 7.9426
C23 -1.4002 -1.5296 7.6818
O8 -0.9113 -0.8890 8.5955
N8 -1.0429 -1.3330 6.3895
C24 0.0494 -0.4308 6.0650
H50 -3.5007 -2.0455 8.0091
H51 -2.3252 -2.9959 8.8979
H52 -2.5288 -3.2951 7.1816
H53 -1.2828 -2.0871 5.7696
H54 0.8846 -0.6391 6.7345
H55 -0.2344 0.6122 6.1854
H56 0.3481 -0.6027 5.0344

Its LUMO energy is 1.87 eV. The net charge is -1. The orbital gap comes out at 8.84 eV.

ii.
Below is a molecular structure, C24H56AsF6N8O8, with properties calculated with ωB97M-V/def2-TZVPD.

CARTESIAN COORDINATES (ANGSTROEM)
As1 0.4817 0.7128 0.6134
F1 -0.2192 2.2323 0.7651
F2 -0.9810 0.1063 0.1729
F3 1.3240 -0.7739 0.3624
F4 1.9308 1.4492 1.2607
F5 0.0795 0.2111 2.2861
F6 0.8555 1.0962 -1.0243
C1 -6.0905 -0.1898 -2.1391
O1 -6.8698 0.2859 -2.9961
N1 -4.8847 0.3072 -1.7059
C2 -3.8877 -0.5200 -1.0124
C3 -4.2932 1.4912 -2.2511
H1 -6.4352 -1.0941 -1.5998
H2 -4.3398 -1.3590 -0.4761
H3 -3.4305 0.0470 -0.2392
H4 -3.0879 -0.8887 -1.7026
H5 -4.1800 2.2794 -1.4787
H6 -3.2998 1.2405 -2.6395
H7 -4.8636 1.8822 -3.0827
C4 5.8548 -1.2032 2.0866
O2 6.7103 -1.9030 1.5757
N2 4.5728 -1.4997 2.3487
C5 3.8889 -0.5454 3.2793
C6 4.0003 -2.7442 2.0116
H8 5.9580 -0.1335 2.2855
H9 2.7863 -0.5088 2.9255
H10 4.2517 0.4326 3.1802
H11 3.9532 -0.8142 4.3699
H12 3.9569 -3.4337 2.9055
H13 3.0389 -2.6272 1.5481
H14 4.6773 -3.3666 1.3697
C7 4.5967 -2.0911 -1.8619
O3 4.3493 -2.9351 -2.7144
N3 4.1823 -0.8286 -1.9192
C8 3.2123 -0.4392 -2.9160
C9 4.5340 0.1136 -0.8236
H15 5.1219 -2.3181 -0.9507
H16 3.4993 0.4652 -3.3675
H17 2.2255 -0.2985 -2.3391
H18 3.0901 -1.2152 -3.6328
H19 3.7006 0.2661 -0.1527
H20 5.3674 -0.2368 -0.2381
H21 4.8494 1.1032 -1.1528
C10 4.2435 3.5064 1.6192
O4 4.4341 3.2400 2.7854
N4 3.1296 4.1162 1.1252
C11 1.9856 4.4469 1.9480
C12 3.0060 4.4057 -0.3088
H22 5.0567 3.3313 0.8746
H23 1.8127 3.6862 2.7872
H24 1.0841 4.5385 1.3352
H25 2.2376 5.4017 2.3852
H26 2.2784 3.7857 -0.7730
H27 2.7387 5.4645 -0.4541
H28 4.0015 4.2747 -0.7214
C13 1.3901 2.9493 -5.4544
O5 1.8490 4.0408 -5.6397
N5 0.7980 2.4972 -4.2900
C14 0.1301 1.2133 -4.1563
C15 0.6374 3.3784 -3.1622
H29 1.3448 2.2101 -6.2595
H30 0.6525 0.6457 -3.3922
H31 0.1377 0.6265 -5.0762
H32 -0.8979 1.3855 -3.8574
H33 1.3099 4.2437 -3.2941
H34 -0.4056 3.6752 -3.2304
H35 0.8026 2.9167 -2.1870
C16 -1.6255 -3.2679 -1.9886
O6 -2.5012 -3.8858 -1.3303
N6 -0.3131 -3.4313 -1.8679
C17 0.5924 -2.5254 -2.5445
C18 0.2624 -4.1178 -0.7389
H36 -1.8420 -2.4546 -2.7043
H37 0.9194 -1.7899 -1.8661
H38 0.1125 -2.0372 -3.4203
H39 1.4256 -3.0687 -2.9674
H40 0.8889 -4.9815 -1.1080
H41 0.8309 -3.3949 -0.1031
H42 -0.4782 -4.5356 -0.1118
C19 -4.1909 -3.2683 3.5175
O7 -5.2598 -3.4158 4.0877
N7 -3.8928 -3.7009 2.3176
C20 -2.5829 -3.5388 1.7606
C21 -4.9110 -4.3351 1.5034
H43 -3.3486 -2.7885 4.0620
H44 -2.2247 -4.4383 1.2877
H45 -1.8728 -3.1646 2.5159
H46 -2.5685 -2.7757 1.0014
H47 -4.5859 -4.3756 0.4889
H48 -5.1567 -5.3367 1.8837
H49 -5.8082 -3.7397 1.5766
C22 -3.5233 2.8497 2.2733
O8 -3.9363 3.9751 2.2406
N8 -3.8503 1.9202 3.1797
C23 -3.3397 0.6020 3.3361
C24 -4.4925 2.4347 4.4040
H50 -2.9512 2.4676 1.4711
H51 -2.6031 0.5851 4.1342
H52 -2.8711 0.2715 2.4459
H53 -4.1197 -0.1047 3.5412
H54 -3.8281 2.8895 5.1081
H55 -5.2778 3.1355 4.1290
H56 -5.0201 1.6078 4.9511

Its LUMO energy is 2.22 eV. The net charge is -1. The orbital gap comes out at 9.48 eV.

Result of the stability comparison: i is the most stable of them.

i.
Below is C3H6N2 in the gas phase, with properties calculated with ωB97M-V/def2-TZVPD.

CARTESIAN COORDINATES (ANGSTROEM)
C1 1.6585 0.4554 0.2303
N1 1.0581 -0.6424 -0.2973
N2 -0.4578 -0.5123 -0.5919
C2 -1.0559 -0.3596 0.7140
C3 -1.1497 0.7033 -0.3124
H1 2.8249 0.1732 0.1752
H2 1.2293 1.4149 0.6759
H3 -1.8851 -0.9724 1.0911
H4 -0.4775 -0.0006 1.5481
H5 -2.0342 0.9356 -0.8524
H6 -0.5765 1.7377 -0.2055

Its LUMO energy is 0.89 eV. The net charge is 0. The orbital gap comes out at 10.46 eV.

ii.
Below is C3H6N2 in the gas phase, with properties calculated with ωB97M-V/def2-TZVPD.

CARTESIAN COORDINATES (ANGSTROEM)
C1 -0.2424 0.4198 -1.3346
N1 -0.7470 0.1999 0.0182
C2 -0.0799 -0.8267 0.7991
C3 1.1233 -0.1787 1.3583
N2 1.6831 0.6942 1.8699
H1 0.7918 0.8023 -1.4108
H2 -0.9095 1.1468 -1.8051
H3 -0.3093 -0.4993 -1.9279
H4 -0.6186 1.0617 0.5455
H5 -0.7050 -1.0688 1.6665
H6 0.0135 -1.7512 0.2208

Its LUMO energy is 0.92 eV. The net charge is 0. The orbital gap comes out at 10.53 eV.

Result of the stability comparison: ii is the most stable of them.